(1)
{"formula": "C9H15F5N2O4ScSeTe", "method": "ωB97M-V/def2-TZVPD", "charge": 1, "gap_ha": 0.264, "molar_mass_g_mol": 561.74, "symbols": ["Te", "Se", "Sc", "F", "F", "F", "F", "F", "O", "O", "O", "O", "N", "N", "C", "C", "C", "C", "C", "C", "C", "C", "C", "H", "H", "H", "H", "H", "H", "H", "H", "H", "H", "H", "H", "H", "H", "H"], "xyz": [[1.345366, -2.536725, -0.139628], [-1.266627, 1.346089, 1.157653], [-0.827300, -0.664029, -0.364613], [2.817805, -2.733428, -1.247000], [1.964600, -2.937780, 1.582791], [0.191629, -2.427258, -1.707432], [-0.564778, -2.487782, 0.660291], [1.059078, -4.358658, -0.270203], [-2.825930, -1.163961, -3.598498], [-2.256885, -0.897339, -1.438602], [-0.320878, 0.690474, -1.850455], [1.258941, -0.774758, 0.077599], [1.174395, 1.607940, 2.674142], [-0.034244, -0.044310, 3.391340], [1.865398, 1.012897, 3.700301], [1.601070, 2.759360, 1.905068], [-2.160421, -0.680190, -2.735173], [-1.054184, 0.371819, -3.097656], [0.024733, 0.945831, 2.479103], [-0.078331, -0.212307, -4.106168], [-1.736314, 1.631120, -3.606091], [1.113192, -0.018392, 4.147391], [-1.161281, -0.931111, 3.613505], [-2.355328, 2.070864, -2.822776], [0.577267, 0.564980, -4.501037], [-2.372079, 1.369717, -4.449411], [-1.643786, -1.185593, 2.674124], [1.303118, -0.721078, 4.938001], [-0.636306, -0.659163, -4.926060], [-0.994432, 2.362421, -3.934327], [1.622887, 2.508682, 0.845623], [2.825659, 1.361388, 4.034217], [-1.903221, -0.439981, 4.244096], [2.593025, 3.061541, 2.226589], [0.232413, 1.449683, -2.061642], [0.903995, 3.583876, 2.048474], [0.534435, -0.987379, -3.647933], [-0.816681, -1.837457, 4.104396]], "atomic_forces_ev_per_a": [[-0.27, -3.13, 0.07], [-0.11, 0.52, 0.86], [1.12, 0.70, 1.97], [-0.41, 0.23, 0.84], [0.06, 0.39, -1.02], [0.67, 0.36, 0.87], [0.95, -0.08, -0.15], [0.08, 0.71, 0.00], [0.00, -0.06, 0.19], [-2.00, -0.47, -1.11], [-0.39, 0.02, -1.19], [0.38, 0.53, -0.13], [-0.23, -0.31, -0.03], [0.21, 0.29, -0.34], [0.09, -0.17, 0.26], [0.02, 0.30, -0.29], [0.35, 0.75, -1.03], [-0.42, -0.35, -0.57], [-0.35, -0.18, -0.11], [-0.01, -0.02, 0.12], [0.04, -0.06, 0.22], [0.20, 0.12, 0.10], [-0.39, -0.11, 0.17], [-0.03, 0.03, -0.05], [-0.01, 0.02, -0.02], [0.03, 0.02, -0.03], [0.12, -0.02, 0.01], [-0.05, -0.03, 0.01], [-0.02, 0.06, -0.05], [-0.02, 0.00, -0.02], [0.04, -0.04, 0.05], [0.01, 0.06, -0.04], [0.07, 0.00, 0.00], [0.00, -0.06, 0.06], [0.21, 0.00, 0.42], [0.04, -0.03, 0.04], [-0.03, -0.03, -0.03], [0.07, 0.03, -0.06]], "nbo_charge": [3.39, -0.16, 1.58, -0.56, -0.57, -0.59, -0.62, -0.54, -0.52, -0.77, -0.75, -1.09, -0.33, -0.33, -0.04, -0.41, 0.77, 0.16, 0.28, -0.64, -0.64, -0.05, -0.41, 0.23, 0.22, 0.26, 0.23, 0.25, 0.26, 0.22, 0.23, 0.25, 0.23, 0.23, 0.53, 0.24, 0.23, 0.24]}

---

(2)
{"formula": "C9H15FNO7S2", "method": "ωB97M-V/def2-TZVPD", "charge": -1, "gap_ha": 0.282, "molar_mass_g_mol": 332.35, "symbols": ["S", "S", "F", "O", "O", "O", "O", "O", "O", "O", "N", "C", "C", "C", "C", "C", "C", "C", "C", "C", "H", "H", "H", "H", "H", "H", "H", "H", "H", "H", "H", "H", "H", "H", "H"], "xyz": [[0.865707, 1.798965, 6.469614], [-0.016016, -0.223824, 4.936769], [0.296512, 3.215666, 6.956250], [2.048938, 2.117902, 5.757295], [1.490554, 0.505931, -3.256716], [-0.296629, -0.144684, -4.268288], [1.214905, -0.323118, 4.202776], [1.085232, 1.295395, -5.332627], [1.035516, 1.061439, 7.670894], [-0.189735, -1.280996, 5.899142], [-0.327645, 1.231649, 5.578947], [-0.257494, 0.635730, 0.495724], [-1.269748, -1.604544, 1.459705], [2.735279, 1.205069, -3.271807], [-1.369431, -0.398068, 3.743721], [-0.596921, -1.029080, -6.519375], [-1.158799, -0.162753, -5.410912], [0.785250, 0.624674, -4.378946], [-1.147576, -1.711366, 2.985345], [-0.559167, -0.453768, 0.881067], [-0.805925, -2.496028, 1.022714], [-1.306492, -1.103635, -7.344098], [3.148260, 1.142628, -2.268710], [-1.353787, 0.853460, -5.754776], [-1.327187, 0.499630, 3.125177], [2.595892, 2.252500, -3.531739], [-0.379762, -2.031140, -6.146206], [-1.936975, -2.395859, 3.311276], [-0.224185, -2.185099, 3.311187], [0.335739, -0.618669, -6.904797], [-2.105075, -0.576616, -5.066090], [3.424024, 0.728135, -3.968441], [-2.302193, -0.355505, 4.303652], [0.170522, 1.555244, 0.201434], [-2.301587, -1.629266, 1.110838]], "atomic_forces_ev_per_a": [[-0.39, -0.84, -0.15], [-0.64, 0.20, 0.49], [-0.38, -0.41, -0.49], [0.57, 0.69, -0.60], [-0.02, 0.05, -0.01], [-0.12, 0.04, 0.08], [0.40, 0.36, -0.60], [-0.02, 0.11, -0.09], [-0.03, -0.14, 1.01], [-0.43, -0.47, 0.33], [0.49, 0.30, -0.26], [0.67, 0.26, -0.18], [1.25, -0.50, -0.41], [0.26, 0.10, 0.18], [0.55, 0.59, 0.40], [0.28, -0.03, 0.00], [-0.26, -0.09, -0.38], [0.06, -0.20, 0.11], [-1.06, -0.03, 0.39], [-1.30, -0.26, 0.44], [-0.15, -0.13, 0.09], [-0.03, 0.00, 0.04], [-0.16, -0.12, 0.04], [0.18, 0.03, 0.03], [0.10, -0.18, -0.16], [-0.03, -0.05, -0.12], [-0.14, -0.02, 0.01], [0.10, -0.09, -0.05], [0.22, 0.21, -0.31], [-0.06, 0.09, -0.02], [0.10, 0.00, 0.23], [-0.04, 0.09, -0.09], [0.05, -0.15, 0.07], [0.04, 0.25, -0.14], [-0.09, 0.32, 0.12]], "nbo_charge": [2.52, 2.30, -0.51, -0.95, -0.48, -0.49, -0.98, -0.66, -0.96, -0.99, -1.25, -0.26, -0.48, -0.26, -0.66, -0.64, -0.07, 0.98, -0.40, 0.02, 0.23, 0.21, 0.20, 0.19, 0.24, 0.19, 0.21, 0.21, 0.25, 0.23, 0.19, 0.18, 0.23, 0.23, 0.22]}

---

(3)
{"formula": "C9H15IN2NbO2", "method": "ωB97M-V/def2-TZVPD", "charge": -1, "gap_ha": 0.209, "molar_mass_g_mol": 403.04, "symbols": ["I", "Nb", "O", "O", "N", "N", "C", "C", "C", "C", "C", "C", "C", "C", "C", "H", "H", "H", "H", "H", "H", "H", "H", "H", "H", "H", "H", "H", "H", "H"], "xyz": [[-4.985858, -4.398015, -1.151498], [-4.743416, -1.754093, -0.064675], [4.125792, -0.636027, -1.012977], [2.621874, -0.864302, 0.507432], [3.338247, -0.197140, -0.202140], [-2.935489, -1.355235, -0.967444], [3.232303, 1.269223, -0.073827], [3.004960, 3.989760, 0.146838], [-1.321606, -3.026478, -0.271753], [2.213181, 3.164268, 0.931968], [2.323325, 1.788629, 0.824595], [4.028628, 2.067979, -0.867759], [-1.904122, -1.651869, -0.313378], [-1.113338, -0.621300, 0.428226], [3.910955, 3.441980, -0.750618], [-1.728616, 0.230184, 0.656531], [-5.723655, -0.959847, -1.422342], [-0.309232, -0.293660, -0.219098], [-1.344896, -3.387925, 0.742268], [-3.934772, -2.288568, 1.523866], [1.501867, 3.589868, 1.624761], [-1.869631, -3.685860, -0.917917], [1.707856, 1.130307, 1.417524], [-4.947641, -0.151246, 0.722234], [4.523934, 4.085204, -1.365561], [2.910839, 5.063724, 0.229582], [-6.352097, -2.145748, 0.686750], [-0.288833, -2.989577, -0.593929], [4.722822, 1.622652, -1.562649], [-0.663381, -1.036890, 1.314990]], "atomic_forces_ev_per_a": [[-0.12, 0.17, 0.17], [2.27, -0.45, -2.39], [0.15, -0.09, -0.10], [-0.07, -0.26, 0.13], [-0.07, 0.25, -0.02], [-2.29, -0.40, 0.66], [-0.02, -0.05, -0.03], [0.00, -0.01, -0.01], [0.15, 0.06, -0.40], [0.02, 0.07, -0.01], [-0.14, 0.02, 0.12], [0.14, 0.07, -0.11], [0.44, -0.04, 0.20], [0.08, 0.19, -0.12], [-0.02, 0.06, 0.03], [-0.28, 0.31, 0.18], [-0.32, 0.46, 0.69], [0.37, 0.11, -0.22], [-0.03, -0.22, 0.46], [-0.38, 0.57, 0.49], [-0.03, 0.01, 0.02], [-0.30, -0.35, -0.18], [0.00, -0.07, -0.01], [-0.24, -0.34, 0.04], [0.02, 0.02, -0.02], [0.00, 0.03, 0.01], [0.10, 0.09, 0.04], [0.43, 0.00, -0.03], [0.00, -0.08, -0.01], [0.13, -0.12, 0.42]], "nbo_charge": [-0.52, 1.23, -0.38, -0.36, 0.52, -0.71, 0.09, -0.18, -0.69, -0.21, -0.21, -0.22, 0.35, -0.68, -0.21, 0.23, -0.35, 0.21, 0.23, -0.40, 0.22, 0.25, 0.26, -0.26, 0.22, 0.22, -0.31, 0.21, 0.25, 0.21]}

---

(4)
{"formula": "C9H15IO2Si", "method": "ωB97M-V/def2-TZVPD", "smiles": "CC1=CC(=O)O[C@@H]1[C@@H](I)[Si](C)(C)C", "gap_ha": 0.344, "molar_mass_g_mol": 310.21, "symbols": ["I", "Si", "O", "O", "C", "C", "C", "C", "C", "C", "C", "C", "C", "H", "H", "H", "H", "H", "H", "H", "H", "H", "H", "H", "H", "H", "H", "H"], "xyz": [[1.697871, 1.944263, 1.230396], [-0.466438, 0.770300, -1.093187], [4.291163, -1.627604, -0.885052], [2.123186, -1.311088, -0.469619], [1.279200, -1.291371, 0.626048], [-1.933950, -0.369964, -1.184342], [2.171805, -1.447008, 1.785861], [0.468484, 0.406308, 0.575773], [3.430265, -1.581766, 1.376285], [0.852656, 0.835292, -2.477942], [3.399084, -1.567130, -0.091091], [1.519546, -1.699353, 3.093457], [-1.173053, 2.670554, -0.935399], [-1.855693, -1.135841, -0.277943], [0.737249, -0.974447, 3.417329], [1.170131, -2.722633, 3.207138], [-1.134238, 3.497162, -1.832923], [-2.250298, 2.542585, -0.706682], [1.944765, 1.119312, -2.172772], [-0.344162, 0.230169, 1.312342], [1.036865, -0.157665, -2.833603], [-1.997875, -0.947546, -2.058908], [-0.757098, 3.124494, -0.000519], [0.363239, -1.910531, 0.522012], [4.300584, -1.787103, 1.976074], [-2.840163, 0.170016, -1.125523], [2.434146, -1.770421, 3.832280], [0.518266, 1.512460, -3.195334]], "atomic_forces_ev_per_a": [[0.47, 0.13, 0.15], [1.53, 2.79, 0.08], [0.01, -0.34, -0.04], [-0.53, -0.65, -1.29], [-1.52, 3.88, -0.71], [1.26, -1.66, 2.52], [-1.67, -0.99, 0.34], [-0.57, -3.37, 0.15], [-0.49, -0.30, 0.27], [1.83, -0.77, 2.47], [0.98, 0.99, -0.11], [2.70, 0.15, 2.49], [-0.20, 0.37, -0.65], [-0.37, 1.56, -1.80], [0.78, -0.48, -0.28], [-0.52, -0.06, -0.58], [0.27, -2.38, 2.10], [0.33, 0.16, -0.19], [-2.17, -0.06, -0.01], [0.54, 0.38, -0.04], [-0.23, -0.63, -0.77], [0.13, -0.89, -1.27], [-0.14, -0.16, -0.94], [0.90, -0.01, 0.13], [0.09, 0.09, -0.07], [-1.00, 0.63, 0.39], [-1.96, 0.73, -0.76], [-0.45, 0.90, -1.55]], "nbo_charge": [0.17, 1.62, -0.55, -0.51, 0.10, -1.12, 0.05, -0.86, -0.32, -1.11, 0.75, -0.67, -1.09, 0.23, 0.24, 0.24, 0.25, 0.22, 0.26, 0.21, 0.24, 0.25, 0.24, 0.21, 0.24, 0.25, 0.23, 0.23]}

---

(5)
{"formula": "C9H15N", "method": "ωB97M-V/def2-TZVPD", "smiles": "C/C=C1\\N(C)C=CC1(C)C", "gap_ha": 0.313, "molar_mass_g_mol": 137.23, "symbols": ["N", "C", "C", "C", "C", "C", "C", "C", "C", "C", "H", "H", "H", "H", "H", "H", "H", "H", "H", "H", "H", "H", "H", "H", "H"], "xyz": [[-1.520317, 0.013503, 0.267501], [-0.207460, 0.560361, 2.047793], [-2.487991, 0.583170, -0.563240], [0.025528, 0.008907, -0.210909], [1.481573, 1.761862, 0.519783], [-0.469575, -1.144433, -2.340090], [0.824840, 0.475410, 0.939716], [-1.426512, 0.518838, 1.538315], [0.399770, -0.289519, -1.495193], [1.868064, -0.643679, 1.259801], [2.038089, 2.406373, 1.277461], [0.169563, -1.811878, -2.983377], [2.299695, 1.632632, -0.185065], [0.051787, 0.750699, 3.171360], [-2.405325, 0.285292, -1.544918], [-2.491886, 1.708657, -0.476545], [0.778030, 2.331680, 0.030494], [-2.260110, 0.427639, 2.122528], [2.375736, -0.261246, 2.154146], [2.447061, -0.797361, 0.444021], [-1.414490, -1.609611, -1.857012], [-3.519641, 0.220137, -0.214107], [1.325020, -1.461474, 1.392785], [-0.926777, -0.399266, -3.092852], [1.453240, -0.124013, -1.674236]], "atomic_forces_ev_per_a": [[4.75, -0.97, -1.20], [1.34, 1.78, 1.95], [-2.90, 1.71, 1.76], [-3.53, 0.04, -2.00], [2.82, 0.82, 1.59], [-1.51, 1.21, -2.54], [0.91, -1.15, 0.50], [1.53, -1.67, 0.46], [-0.84, -0.51, 4.11], [-0.55, 4.95, 1.82], [-1.18, -0.96, -0.20], [-0.97, 0.21, 0.88], [-0.06, -0.64, -0.42], [-0.52, -0.33, -2.42], [0.31, -0.48, -2.15], [-0.07, -0.83, -0.43], [-1.56, 1.68, -0.90], [-2.36, 0.42, 1.38], [0.35, -0.73, -0.22], [2.30, -0.24, -2.33], [2.15, 0.40, -0.47], [1.20, 0.58, -0.43], [-2.04, -3.80, 1.21], [0.38, -1.26, 0.51], [0.05, -0.25, -0.48]], "nbo_charge": [-0.46, -0.25, -0.39, 0.26, -0.59, -0.65, -0.17, -0.01, -0.29, -0.56, 0.21, 0.23, 0.21, 0.22, 0.21, 0.17, 0.21, 0.20, 0.20, 0.20, 0.23, 0.19, 0.20, 0.21, 0.22]}

---

(6)
{"formula": "C9H15N2O2", "method": "ωB97M-V/def2-TZVPD", "charge": 1, "smiles": "CN=C=C(C(=O)OC)[NH+]1CCCC1", "gap_ha": 0.329, "molar_mass_g_mol": 183.23, "symbols": ["O", "O", "N", "N", "C", "C", "C", "C", "C", "C", "C", "C", "C", "H", "H", "H", "H", "H", "H", "H", "H", "H", "H", "H", "H", "H", "H", "H"], "xyz": [[-0.107761, 1.178611, 2.204547], [1.450671, -0.426559, 1.554531], [-2.557525, 1.601496, 0.199031], [0.156744, -0.515660, -1.037702], [-0.299853, 0.231150, 0.162607], [0.216888, -2.047311, -0.816301], [0.257226, 1.289592, 3.514766], [0.462015, 0.230908, 1.378155], [-3.491200, 2.545161, 0.042433], [1.939460, -1.444214, -2.300208], [1.501641, -2.577782, -1.228674], [1.510334, -0.188021, -1.587779], [-1.473895, 1.006289, 0.058484], [0.871192, 2.090618, 3.709511], [1.533348, 0.754284, -2.172073], [1.351882, -3.579702, -1.749726], [-3.710351, 3.008147, -0.951508], [0.892705, 0.385699, 3.787442], [1.463087, -1.757595, -3.203245], [-4.515029, 2.304211, 0.401035], [2.377557, -2.575865, -0.517346], [2.965709, -1.277176, -2.422373], [-0.670512, 1.285999, 4.053056], [2.284479, -0.052262, -0.800957], [-0.568402, -0.321167, -1.708876], [-0.496443, -2.377305, -1.465498], [-0.117721, -2.155819, 0.180886], [-3.226247, 3.384273, 0.715784]], "atomic_forces_ev_per_a": [[0.06, -0.93, -3.15], [-0.04, -0.13, 0.48], [7.85, -6.24, -1.50], [0.52, 0.41, 1.77], [-2.40, 1.41, -1.47], [-0.33, 1.63, 1.50], [0.75, -3.69, 1.73], [-0.22, 1.56, 0.46], [-3.51, 4.12, 0.55], [-1.36, -1.20, 1.43], [3.59, 0.04, -1.76], [0.78, 0.87, -0.54], [-3.89, 2.00, 1.29], [1.06, 2.25, 0.28], [-0.50, -0.62, 0.20], [0.52, 1.28, 0.87], [1.04, -0.73, 0.36], [-0.93, 0.90, 0.01], [-0.35, 0.65, -0.95], [0.71, -0.69, -0.08], [-1.51, -0.44, -0.16], [1.65, -0.69, -0.49], [-0.14, 0.19, 0.77], [-1.17, -0.03, 0.09], [0.03, -0.06, -0.71], [-2.16, -1.23, -1.56], [-0.10, -0.57, 1.01], [0.04, -0.06, -0.42]], "nbo_charge": [-0.52, -0.59, -0.29, -0.33, -0.26, -0.20, -0.25, 0.77, -0.47, -0.41, -0.43, -0.24, 0.55, 0.19, 0.24, 0.25, 0.26, 0.20, 0.22, 0.24, 0.25, 0.24, 0.20, 0.26, 0.43, 0.21, 0.24, 0.25]}

---

Number 1: total energy -4691.876664 hartree. Number 2: total energy -1829.619340 hartree. Number 3: total energy -966.422250 hartree. Number 4: total energy -1089.552861 hartree. Number 5: total energy -406.562352 hartree. Number 6: total energy -611.578211 hartree.